Entry 1:
{"formula": "C6H7NO7S", "method": "ωB97M-V/def2-TZVPD", "elements": ["S", "O", "O", "O", "O", "O", "O", "O", "N", "C", "C", "C", "C", "C", "C", "H", "H", "H", "H", "H", "H", "H"], "coordinates": [[-0.89791, 1.52241, 1.41231], [2.45362, 2.06603, 1.02741], [-0.93922, 0.25923, 2.11921], [-0.39178, 2.63374, 2.18610], [2.20552, -0.09963, 0.44629], [0.18564, 0.43055, -1.02809], [-2.13182, 1.78383, 0.69363], [-0.35895, -2.69607, -0.57662], [0.47787, 4.08555, -0.66301], [-0.48450, -1.72583, -1.52255], [0.36653, 1.31054, 0.04898], [0.32160, 2.96614, -0.37665], [-0.95572, -0.32776, -1.19157], [0.30550, -2.30230, 0.64211], [1.82113, 1.12009, 0.59668], [-1.43895, 0.01751, -2.09524], [-1.51614, -0.47081, -0.22841], [0.57896, -1.74258, -2.19352], [-1.05111, -2.24576, -2.32808], [0.42107, -3.15269, 1.21846], [-0.29696, -1.57097, 1.24995], [1.32561, -1.86121, 0.56263]], "total_charge": -2, "max_force_ev_per_a": 5.36, "energy_ev": -32991.1906, "smiles": "COCCO[C@](C#N)(C(=O)[O-])S(=O)(=O)[O-]", "homo_lumo_gap_ev": 7.277}

---

Entry 2:
{"formula": "BrH2OPS", "method": "ωB97M-V/def2-TZVPD", "elements": ["Br", "S", "P", "O", "H", "H"], "coordinates": [[-1.14406, 1.30737, -0.96393], [0.97858, -0.05209, 1.34665], [-0.74903, -0.49331, 0.25502], [-0.00514, -1.23510, -0.95585], [0.59228, -0.58310, -1.32691], [0.32737, 1.05622, 1.64503]], "spin_multiplicity": 3, "total_charge": 0, "max_force_ev_per_a": 3.06, "energy_ev": -92243.6167, "homo_lumo_gap_ev": [6.390, 6.619]}

---

Entry 3:
{"formula": "C17H23NO5", "method": "ωB97M-V/def2-TZVPD", "elements": ["O", "O", "O", "O", "O", "N", "C", "C", "C", "C", "C", "C", "C", "C", "C", "C", "C", "C", "C", "C", "C", "C", "C", "H", "H", "H", "H", "H", "H", "H", "H", "H", "H", "H", "H", "H", "H", "H", "H", "H", "H", "H", "H", "H", "H", "H"], "coordinates": [[-1.89940, 0.08540, -1.47730], [1.21716, 1.48790, 1.97678], [0.67714, -1.60256, 3.93134], [-0.02998, 0.07363, -0.11771], [2.58742, -0.06159, 3.01098], [3.19704, -0.20013, -1.51677], [2.31820, 2.09647, 1.33037], [2.46201, -1.25567, -2.21010], [2.91390, 1.21383, 0.24755], [0.84279, 0.40618, -1.20349], [2.28042, 0.55133, -0.79031], [4.44684, -0.29117, -0.77368], [-1.36789, 0.07081, -0.35198], [4.40029, 0.87243, 0.21681], [-4.64633, -0.18334, 1.72032], [-2.02065, -1.27833, 3.56233], [-3.53757, -0.27201, 0.68670], [-1.09051, -0.11864, 3.22645], [0.32399, -0.72084, 2.86563], [1.45992, 0.31286, 2.64277], [1.01988, -0.77930, -2.15037], [-2.23327, 0.15075, 0.83633], [-1.71048, 0.83127, 2.12508], [0.52516, 1.28467, -1.74718], [3.11941, 2.37640, 2.02794], [-1.97763, -2.04273, 2.77675], [5.00362, 1.72086, -0.11180], [4.43775, -1.23582, -0.22036], [2.00104, 2.99779, 0.80503], [-1.69910, -1.82598, 4.45375], [-4.64894, -1.09854, 2.27649], [-5.59335, -0.06378, 1.20108], [-3.84890, -0.72173, -0.23834], [4.79045, 0.52434, 1.19703], [0.35917, -1.63784, -1.92096], [-0.95473, 0.44481, 4.14308], [2.54465, -2.21832, -1.70548], [-2.58862, 1.34858, 2.62549], [0.24130, -1.29323, 1.94277], [0.74439, -0.39941, -3.15215], [-1.07307, 1.66410, 1.86984], [-3.04976, -0.97240, 3.68318], [2.78386, -1.41401, -3.24287], [1.65148, -1.68636, 3.95048], [-4.52691, 0.69658, 2.34446], [5.31293, -0.17652, -1.47553]], "total_charge": 0, "max_force_ev_per_a": 4.37, "energy_ev": -29728.3092, "smiles": "C/C=C1\\C[C@@H](C)[C@H](O)C(=O)OCC2=C3[C@@H](CCN3CC2)OC1=O", "homo_lumo_gap_ev": 8.167}

---

Entry 4:
{"formula": "C21H13BF6N5O8S", "method": "ωB97M-V/def2-TZVPD", "elements": ["S", "F", "F", "F", "F", "F", "F", "O", "O", "O", "O", "O", "O", "O", "O", "N", "N", "N", "N", "N", "C", "C", "C", "C", "C", "C", "C", "C", "C", "C", "C", "C", "C", "C", "C", "C", "C", "C", "C", "C", "C", "B", "H", "H", "H", "H", "H", "H", "H", "H", "H", "H", "H", "H", "H"], "coordinates": [[2.02019, -0.27986, -0.76752], [-0.37762, -3.53186, -2.84712], [-2.56660, -3.55944, -2.60132], [-4.89873, 0.87850, -3.28135], [-3.90011, 2.66065, -2.44395], [-3.53185, 2.06051, -4.53777], [-1.67894, -3.05449, -4.55766], [0.65859, 1.42612, 4.24862], [-2.95825, -2.15453, 0.70220], [-0.77552, -2.31258, 0.75256], [2.35144, -2.81545, 3.61440], [1.12120, -0.75771, 3.70936], [3.52972, -0.79128, 3.36028], [-4.22982, 2.09771, 1.72750], [-3.24974, 3.64973, 3.08377], [-3.12071, 2.62041, 2.43749], [-3.90570, 0.94781, 1.05959], [1.11582, 0.57051, 3.14034], [-0.36261, 2.23923, 3.92116], [-1.84240, -1.60852, 0.76185], [-2.05306, 1.81924, 2.10484], [0.13458, 0.83749, 2.15588], [3.47509, -3.08714, 2.73425], [-1.64592, -0.21821, 0.84842], [-2.58925, 0.70835, -2.81353], [-2.59637, -0.62457, -3.19652], [-0.73691, 1.77147, 2.65604], [2.80227, 1.12913, -1.22497], [-0.10605, 0.10298, 0.88402], [-3.72440, 1.58410, -3.26510], [-1.53195, -2.89339, -3.20543], [4.10876, 1.08266, -1.92466], [2.06683, 2.29204, -0.92804], [4.13547, -1.73225, 2.43486], [0.32951, 0.70224, -0.37528], [-0.50968, -0.94895, -2.02578], [0.82755, 2.08915, -0.37229], [-1.56806, 1.22271, -2.00697], [-2.54946, 0.77848, 1.29101], [-1.53494, -1.44122, -2.81457], [-0.58318, 0.34827, -1.54581], [2.34838, -1.43384, 3.72823], [4.36610, 2.08362, -2.28226], [3.91019, -1.40791, 1.39755], [-3.41004, -1.02543, -3.78813], [4.03801, 0.40509, -2.78600], [4.19739, -3.73881, 3.24404], [0.35049, -0.89332, 1.01674], [2.51990, 3.25811, -1.15007], [0.31524, -1.60775, -1.75179], [5.21942, -1.75083, 2.61843], [4.90364, 0.72109, -1.25770], [-1.57213, 2.27233, -1.70742], [0.17472, 2.87945, 0.00066], [3.08951, -3.56982, 1.82492]], "total_charge": -1, "max_force_ev_per_a": 4.42, "energy_ev": -73624.8746, "homo_lumo_gap_ev": 3.625}

---

Entry 5:
{"formula": "C34H71BrCl10O4Si2", "method": "ωB97M-V/def2-TZVPD", "elements": ["Br", "Cl", "Cl", "Cl", "Cl", "Cl", "Cl", "Cl", "Cl", "Cl", "Cl", "Si", "Si", "O", "O", "O", "O", "C", "C", "C", "C", "C", "C", "C", "C", "C", "C", "C", "C", "C", "C", "C", "C", "C", "C", "C", "C", "C", "C", "C", "C", "C", "C", "C", "C", "C", "C", "C", "C", "C", "C", "H", "H", "H", "H", "H", "H", "H", "H", "H", "H", "H", "H", "H", "H", "H", "H", "H", "H", "H", "H", "H", "H", "H", "H", "H", "H", "H", "H", "H", "H", "H", "H", "H", "H", "H", "H", "H", "H", "H", "H", "H", "H", "H", "H", "H", "H", "H", "H", "H", "H", "H", "H", "H", "H", "H", "H", "H", "H", "H", "H", "H", "H", "H", "H", "H", "H", "H", "H", "H", "H", "H"], "coordinates": [[1.85070, 4.96257, 0.02461], [-7.74160, 2.51410, 0.79688], [6.95768, 0.46614, 3.28895], [-1.53467, 7.62996, 0.37272], [8.57926, 2.34335, 0.97087], [-0.52144, -1.83510, -5.43691], [-7.14104, -0.68860, 1.74136], [-2.14184, 5.12914, 2.58995], [-1.48416, 4.31179, -4.53166], [-3.34484, -2.27471, -3.61770], [-1.56660, 7.42162, -3.10579], [2.71622, -0.85741, 2.02163], [0.79480, 0.67106, 0.32422], [3.80271, -1.87006, 1.31102], [2.29304, 0.33660, 0.96137], [0.48456, -1.40402, 3.50004], [-0.57379, -2.34445, 3.78291], [0.68071, 0.27638, -1.50782], [-0.80916, 6.31385, 2.64928], [-1.22436, 7.66563, 2.12587], [-0.26921, -5.42537, -1.01652], [0.48085, 2.50317, 0.66006], [9.32560, 1.37085, 2.26494], [8.54076, 0.11592, 2.54819], [-2.95963, -4.47651, 0.76101], [-3.85524, 0.29164, 1.06444], [-3.78560, -2.21511, 1.69249], [-1.88355, -2.91110, -5.83870], [-7.96481, 0.56812, 2.69942], [4.98142, -1.30955, 0.72502], [1.44351, -2.89946, -1.26212], [2.15971, 0.61461, 5.50676], [0.72763, 3.41815, -0.54842], [3.49984, -0.02686, 3.50365], [-8.77579, 1.49807, 1.83383], [4.81583, -0.87821, -0.74157], [2.53028, 0.83776, 4.25426], [-2.08364, 5.81700, -5.27047], [1.30556, -2.00530, 2.51017], [-2.74101, -2.95536, 0.85152], [-1.52035, -4.59981, -1.35897], [1.94991, -4.29910, -1.63317], [0.69363, -2.16979, -2.38539], [-3.33238, -0.78216, 2.04148], [-0.55041, 3.98024, -1.15681], [0.86162, -5.29194, -2.05720], [-3.20270, -2.33233, -5.39520], [5.38691, 0.52624, -0.97135], [-0.14355, -0.99659, -1.85604], [-1.31848, 7.02871, -4.82235], [-2.79727, -5.06663, -0.65319], [-0.50658, 6.40264, 3.69129], [2.75646, -0.04855, 6.12662], [5.34874, -0.46003, 1.31328], [2.13751, 1.71623, 3.74383], [2.44734, -4.71238, -0.74565], [3.88348, -0.81275, 4.16561], [1.24928, 1.03010, 5.92039], [-0.24912, 6.90058, -4.97133], [-0.56633, -6.47465, -0.92858], [-1.69483, -3.87320, -5.36792], [0.45395, -5.01958, -3.03731], [-3.14213, 5.89409, -5.03541], [0.01875, 5.90846, 2.07119], [-3.67766, -4.85006, -1.26664], [-9.45330, 0.94552, 1.18805], [3.76211, -0.87804, -1.01854], [-0.87986, -0.73697, -2.62175], [9.08911, -0.51141, 3.24888], [-9.35513, 2.16963, 2.46520], [-3.33364, -1.32054, -5.77025], [4.36423, 0.56557, 3.17670], [6.43099, 0.58747, -0.64981], [-1.88677, -3.04077, -6.91970], [2.29725, -2.28771, -0.96390], [-4.58822, 0.93996, 1.54641], [-3.61884, -0.53515, 3.06692], [-1.32634, -3.55090, -1.12907], [-1.96862, 5.71342, -6.34834], [-1.66552, -4.64080, -2.44532], [5.74987, -2.08589, 0.79140], [-4.33388, -0.16334, 0.19354], [-2.12355, 8.02956, 2.61634], [-4.70728, -2.15523, 1.10487], [-3.96578, -4.71080, 1.12522], [0.02147, -2.85892, -2.89707], [-2.75690, -2.51942, -0.15502], [0.75740, -2.99596, -0.41415], [-4.01637, -2.95567, -5.76231], [-2.23561, -0.75674, 2.00176], [-0.39461, 4.93862, -1.64920], [-1.34892, -1.84359, 3.48364], [1.34209, 2.94524, -1.31290], [-0.29878, -0.08110, 0.98681], [4.81212, 1.26787, -0.40850], [0.18999, 1.13099, -1.98919], [-1.30503, 4.12878, -0.37906], [1.12839, 2.79311, 1.48941], [2.73050, -4.20964, -2.39842], [-2.24887, -4.98470, 1.42077], [1.67755, 0.22384, -1.96355], [1.75967, -2.92293, 2.91264], [-0.71186, -1.32479, -0.97637], [-0.41679, 8.37660, 2.29330], [-3.04309, 0.92631, 0.69891], [9.40229, 1.99729, 3.14984], [1.42495, -1.77063, -3.09764], [5.37511, -1.57090, -1.37609], [10.32674, 1.10529, 1.92967], [0.12202, -5.08374, -0.05035], [8.35998, -0.44864, 1.63628], [-0.56003, 2.60390, 0.98219], [-1.74287, -2.74725, 1.25570], [-1.65370, 7.88791, -5.40131], [-0.97577, 3.27400, -1.87705], [-2.73843, -6.15695, -0.54910], [-8.61948, 0.05745, 3.40359], [0.68269, -2.30702, 1.66118], [1.32899, -6.27376, -2.18420], [-7.20421, 1.11156, 3.25478], [5.33999, 0.78908, -2.03115], [-3.98957, -2.77932, 2.60921]], "total_charge": 0, "max_force_ev_per_a": 0.80, "energy_ev": -255624.4179, "homo_lumo_gap_ev": 9.252}